1.
Here is a 10-piece molecular cluster, C44H115N7O15 overall from the Open Molecules 2025 dataset. Energies are from the ωB97M-V functional and the def2-TZVPD basis.

frontier orbital gap = 9.11 eV
F_max = 1.57 eV/Å

```
! RIJCOSX wB97M-V def2-TZVPD def2/J DEFGRID3
* xyz 0 1
C 6.75 -3.61 -2.66
O 6.20 -3.57 -3.95
C 5.68 -4.82 -4.34
C 4.71 -4.64 -5.48
C 3.40 -4.01 -5.05
N 4.41 -5.92 -6.12
H 7.59 -4.31 -2.61
H 5.99 -3.93 -1.93
H 7.07 -2.61 -2.39
H 6.49 -5.53 -4.60
H 5.11 -5.30 -3.51
H 5.14 -3.93 -6.21
H 2.84 -4.67 -4.38
H 2.76 -3.72 -5.88
H 3.57 -3.07 -4.51
H 3.70 -5.87 -6.84
H 5.24 -6.21 -6.63
C 6.53 -0.48 0.13
O 6.76 0.58 1.00
C 6.43 0.24 2.34
C 7.03 1.25 3.27
C 6.62 0.95 4.71
N 6.49 2.59 2.91
H 7.26 -1.29 0.24
H 6.51 -0.14 -0.90
H 5.53 -0.91 0.30
H 5.33 0.21 2.47
H 6.80 -0.76 2.59
H 8.12 1.22 3.19
H 6.77 -0.11 4.96
H 5.58 1.21 4.88
H 7.18 1.56 5.42
H 7.06 3.30 3.36
H 6.69 2.72 1.92
C 2.15 -0.07 4.68
O 3.20 -0.80 4.10
C 3.46 -2.04 4.71
C 4.45 -2.77 3.84
N 3.82 -3.23 2.63
C 4.75 -3.85 1.69
C 4.15 -4.09 0.34
O 4.13 -2.90 -0.40
C 3.28 -2.97 -1.52
H 2.17 -0.14 5.77
H 1.17 -0.44 4.35
H 2.29 0.97 4.40
H 2.55 -2.67 4.72
H 3.83 -1.93 5.74
H 4.89 -3.62 4.36
H 5.30 -2.08 3.66
H 3.33 -2.46 2.18
H 5.07 -4.81 2.11
H 5.68 -3.25 1.59
H 3.15 -4.56 0.44
H 4.74 -4.87 -0.17
H 3.33 -2.05 -2.10
H 2.25 -3.06 -1.14
H 3.47 -3.84 -2.15
C -0.19 -3.18 -4.40
O -0.56 -3.69 -5.66
C -0.30 -5.07 -5.78
C -1.07 -5.60 -6.98
N -0.59 -5.05 -8.24
C -1.38 -5.42 -9.41
C -1.02 -4.52 -10.58
O -1.26 -3.17 -10.31
C -2.62 -2.82 -10.32
H -0.32 -2.10 -4.45
H 0.88 -3.34 -4.19
H -0.83 -3.58 -3.61
H -0.63 -5.64 -4.90
H 0.78 -5.25 -5.91
H -2.14 -5.36 -6.81
H -1.00 -6.69 -7.03
H -0.53 -4.03 -8.21
H -2.45 -5.29 -9.17
H -1.27 -6.48 -9.64
H -1.57 -4.86 -11.46
H 0.04 -4.65 -10.83
H -3.10 -3.00 -9.35
H -3.18 -3.35 -11.10
H -2.70 -1.76 -10.55
C 9.65 -13.05 -5.72
O 9.06 -12.07 -6.52
C 9.91 -11.58 -7.53
C 10.92 -10.57 -7.04
N 10.34 -9.29 -6.67
C 9.49 -9.31 -5.49
C 9.22 -7.91 -4.99
O 10.20 -7.52 -4.04
C 9.82 -6.34 -3.36
H 10.43 -12.65 -5.08
H 10.04 -13.89 -6.32
H 8.87 -13.47 -5.08
H 9.29 -11.08 -8.28
H 10.46 -12.41 -7.99
H 11.67 -10.37 -7.81
H 11.48 -11.00 -6.19
H 11.06 -8.59 -6.59
H 9.97 -9.91 -4.69
H 8.54 -9.78 -5.73
H 8.20 -7.82 -4.61
H 9.29 -7.20 -5.83
H 8.78 -6.39 -3.04
H 9.97 -5.47 -4.00
H 10.44 -6.25 -2.47
C 0.73 -9.16 -7.05
O 1.54 -10.12 -6.43
C 2.88 -9.73 -6.31
C 3.16 -8.79 -5.15
N 3.00 -9.47 -3.86
C 3.50 -8.63 -2.78
C 2.97 -7.21 -2.67
O 1.59 -7.26 -2.33
C 1.07 -6.02 -1.94
H -0.31 -9.48 -6.96
H 0.95 -9.10 -8.13
H 0.88 -8.16 -6.63
H 3.29 -9.25 -7.22
H 3.51 -10.62 -6.21
H 2.48 -7.93 -5.28
H 4.19 -8.43 -5.22
H 1.99 -9.51 -3.72
H 4.58 -8.56 -2.91
H 3.35 -9.13 -1.81
H 3.17 -6.67 -3.60
H 3.52 -6.75 -1.84
H 1.36 -5.77 -0.91
H -0.02 -6.10 -1.99
H 1.34 -5.20 -2.61
C 2.86 3.43 -8.12
O 3.06 2.18 -7.54
C 1.92 1.73 -6.82
C 2.18 0.30 -6.46
N 2.38 -0.49 -7.67
C 2.54 -1.90 -7.41
C 2.98 -2.63 -8.64
O 4.22 -2.10 -9.08
C 4.84 -2.97 -10.00
H 2.86 4.24 -7.37
H 1.91 3.47 -8.67
H 3.64 3.63 -8.85
H 1.01 1.85 -7.41
H 1.86 2.35 -5.91
H 1.32 -0.14 -5.94
H 3.02 0.25 -5.75
H 3.20 -0.15 -8.15
H 1.60 -2.33 -7.05
H 3.31 -2.08 -6.65
H 2.27 -2.61 -9.48
H 3.10 -3.70 -8.37
H 5.22 -3.85 -9.47
H 5.72 -2.46 -10.40
H 4.19 -3.28 -10.82
C 8.08 -4.46 -7.48
C 8.11 -5.80 -8.19
O 7.11 -6.62 -7.60
H 8.06 -4.62 -6.39
H 7.17 -3.91 -7.73
H 8.92 -3.81 -7.72
H 9.10 -6.26 -8.18
H 7.83 -5.60 -9.24
H 7.26 -7.54 -7.83
C 3.91 -6.40 -9.63
C 2.44 -6.18 -9.42
O 2.21 -6.04 -8.03
H 4.21 -6.29 -10.68
H 4.23 -7.38 -9.27
H 4.50 -5.70 -9.04
H 1.88 -7.05 -9.82
H 2.08 -5.30 -9.97
H 1.31 -5.71 -7.87
C 7.16 -7.52 -1.00
C 6.33 -7.95 0.18
O 6.16 -6.78 1.03
H 7.44 -8.35 -1.65
H 8.05 -6.98 -0.70
H 6.57 -6.83 -1.63
H 6.79 -8.74 0.78
H 5.34 -8.29 -0.12
H 5.98 -7.09 1.92
*
```

Here are the Mulliken charges for atoms 1 to 5, given in e: -0.090 -0.534 0.348 1.212 -0.201


2.
Here is a 8-piece molecular cluster, C17H36N11O5 overall from the Open Molecules 2025 dataset. Energies are from the ωB97M-V functional and the def2-TZVPD basis.

frontier orbital gap = 6.31 eV
F_max = 3.64 eV/Å

```
! RIJCOSX wB97M-V def2-TZVPD def2/J DEFGRID3
* xyz -1 1
C 15.22 28.28 -6.94
O 14.67 27.29 -7.75
H 14.46 28.69 -6.25
H 16.04 27.89 -6.31
H 15.62 29.04 -7.63
C 12.22 25.80 -4.60
O 11.97 25.55 -5.77
N 13.23 26.61 -4.20
N 11.41 25.35 -3.58
H 13.83 26.97 -4.93
H 13.39 26.72 -3.22
H 10.60 24.81 -3.80
H 11.52 25.74 -2.67
C 15.38 26.72 -11.29
O 14.21 26.37 -11.17
N 16.17 27.22 -10.29
N 16.01 26.67 -12.50
H 15.83 27.16 -9.32
H 17.15 27.35 -10.44
H 15.45 26.37 -13.28
H 16.95 26.97 -12.60
C 13.00 30.85 -9.35
O 13.04 29.71 -9.80
N 13.35 31.23 -8.10
N 12.44 31.84 -10.12
H 13.67 30.52 -7.45
H 13.37 32.19 -7.82
H 11.95 31.63 -10.95
H 12.43 32.78 -9.76
C 16.33 24.38 -6.53
O 16.90 23.31 -6.25
N 15.15 24.73 -5.95
N 16.62 25.08 -7.66
H 14.70 24.23 -5.21
H 14.60 25.48 -6.38
H 17.25 24.78 -8.38
H 15.96 25.81 -7.90
C 20.48 28.33 -4.96
C 19.01 27.92 -4.95
C 18.70 26.82 -5.96
C 19.05 27.20 -7.35
N 19.30 27.49 -8.43
H 21.09 27.47 -4.69
H 20.78 29.18 -4.35
H 20.70 28.60 -6.00
H 18.26 28.70 -5.09
H 18.73 27.46 -4.00
H 17.64 26.61 -5.93
H 19.23 25.88 -5.77
N 16.47 31.77 -8.35
C 17.42 30.81 -8.65
C 18.64 31.38 -8.40
C 18.42 32.62 -7.79
C 17.07 32.88 -7.85
H 15.48 31.65 -8.49
H 17.16 29.86 -9.08
H 19.57 30.84 -8.50
H 19.21 33.28 -7.45
H 16.53 33.79 -7.63
N 17.06 31.63 -2.74
C 16.25 31.30 -1.67
C 15.17 30.60 -2.17
C 15.43 30.39 -3.56
C 16.54 31.12 -3.89
H 17.91 32.13 -2.60
H 16.45 31.67 -0.68
H 14.24 30.24 -1.78
H 14.79 29.85 -4.24
H 17.12 31.26 -4.79
*
```

Here are the Mulliken charges for atoms 1 to 5, given in e: 0.961 -1.189 -0.161 -0.165 -0.483


3.
Here is one molecule with the formula H3O2PS from the Open Molecules 2025 dataset. Energies are from the ωB97M-V functional and the def2-TZVPD basis.

frontier orbital gap = 10.34 eV
F_max = 4.19 eV/Å

```
! RIJCOSX wB97M-V def2-TZVPD def2/J DEFGRID3
* xyz 0 1
O 0.79 0.90 -0.79
P 0.23 -0.39 -0.10
O -1.15 0.26 0.48
S 1.33 -1.35 1.13
H 0.20 1.56 -0.57
H -0.26 -1.08 -1.54
H -1.14 0.09 1.37
*
```

Here are the Mulliken charges for atoms 1 to 5, given in e: -0.415 0.491 -0.444 -0.350 0.322


4.
Here is one molecule with the formula C4H8N2 from the Open Molecules 2025 dataset. Energies are from the ωB97M-V functional and the def2-TZVPD basis.

frontier orbital gap = 9.19 eV
F_max = 4.80 eV/Å

```
! RIJCOSX wB97M-V def2-TZVPD def2/J DEFGRID3
* xyz 0 1
H 2.57 -1.86 -0.10
N 2.07 -0.92 0.01
N 0.82 -0.98 0.06
C 0.20 0.26 0.15
C 1.13 1.51 -0.01
C -1.13 0.25 0.13
C -1.87 -1.02 0.02
H 1.38 1.76 1.00
H 0.67 2.40 -0.45
H 1.93 1.26 -0.73
H -1.59 1.13 0.18
H -2.07 -1.07 -1.16
H -1.33 -1.84 0.26
H -2.76 -0.86 0.63
*
```

Here are the Mulliken charges for atoms 1 to 5, given in e: 0.224 -0.786 0.170 0.313 -1.032


5.
Here is C25H23F5IrN2O6Te as an isolated structure from the Open Molecules 2025 dataset. Energies are from the ωB97M-V functional and the def2-TZVPD basis.

frontier orbital gap (alpha / beta) = 5.94 / 5.83 eV
<S²> = 0.76
F_max = 2.26 eV/Å

```
! RIJCOSX wB97M-V def2-TZVPD def2/J DEFGRID3
* xyz 0 2
Ir 0.14 -0.07 -0.06
O -0.41 -1.66 -1.09
C 0.38 -2.04 -2.12
C -0.24 -2.53 -3.27
C 0.53 -2.86 -4.37
C 1.92 -2.74 -4.36
C 2.53 -2.31 -3.21
C 1.77 -1.99 -2.08
C 2.42 -1.64 -0.86
N 1.78 -1.32 0.21
C 2.53 -0.98 1.42
C 1.50 -0.87 2.50
N 0.50 0.09 2.02
C -0.24 0.70 2.87
C -1.18 1.75 2.61
C -2.14 2.03 3.60
C -3.11 2.99 3.40
C -3.10 3.71 2.20
C -2.14 3.50 1.23
C -1.17 2.53 1.44
O -0.15 2.32 0.58
H -1.32 -2.60 -3.28
H 0.03 -3.21 -5.27
H 2.49 -2.98 -5.24
H 3.61 -2.23 -3.17
H 3.51 -1.69 -0.82
H 3.04 -0.03 1.26
H 3.26 -1.75 1.66
H 1.95 -0.54 3.44
H 1.00 -1.83 2.67
H -0.12 0.42 3.92
H -2.12 1.46 4.52
H -3.85 3.19 4.16
H -3.86 4.47 2.03
H -2.11 4.07 0.32
C -2.18 0.20 -7.35
O -1.24 0.39 -6.31
C -1.66 0.29 -5.04
C -2.97 -0.09 -4.69
C -3.30 -0.21 -3.36
C -2.36 0.07 -2.35
C -2.71 -0.03 -0.98
C -4.09 -0.44 -0.54
O -1.91 0.24 -0.03
C -1.06 0.45 -2.73
O -0.12 0.76 -1.84
C -0.71 0.55 -4.07
H -1.63 0.36 -8.28
H -2.99 0.92 -7.29
H -2.58 -0.81 -7.34
H -3.72 -0.30 -5.44
H -4.30 -0.52 -3.10
H -4.33 -1.42 -0.95
H -4.83 0.27 -0.90
H -4.11 -0.48 0.54
H 0.31 0.85 -4.31
F 1.40 4.77 -2.07
Te 1.33 2.86 -1.85
F 2.35 3.46 -0.21
F -0.18 3.21 -3.09
F 1.92 0.91 -0.54
F 2.23 1.53 -3.45
O -0.30 3.16 -0.57
*
```

Here are the Mulliken charges for atoms 1 to 5, given in e: 1.985 -1.019 0.811 -0.227 -0.454